The following is a quantum chemistry calculation of 3 unconnected molecules or ions with the total composition C5H16N2O3 at a distorted geometry, from the OMol25 dataset.

Summary:
* HOMO-LUMO gap: 8.66 eV
* structure (SMILES): CNCCNCC=O.O.O
* molecular weight: 152.2 g/mol
* HOMO: -8.048 eV
* relative energy (zero: lowest compared OMol25 entry of this formula, charge and spin): 463.45 kJ/mol
* maximum force: 5.77 eV Å⁻¹

```
! wB97M-V def2-TZVPD RIJCOSX def2/J DEFGRID3
* xyz 0 1
C 2.19548 0.89750 0.16918
N 2.25464 -0.53055 0.48757
C 1.34566 -0.80912 1.59364
C 0.48419 -1.92392 0.98867
O -0.70167 -1.88125 1.18634
C 0.80804 1.39021 -0.23824
N 0.58711 0.74034 -1.60593
C -0.14133 1.59589 -2.66806
H 2.49864 1.67156 0.89171
H 2.88169 1.13931 -0.71885
H 3.19431 -0.94422 0.88871
H 0.73340 0.08234 1.73236
H 1.78973 -1.15152 2.48526
H 1.01033 -2.76952 0.67159
H 0.07138 0.99980 0.52980
H 0.59022 2.45353 -0.34787
H 0.50294 -0.24064 -1.41070
H -1.03744 2.03723 -2.40973
H 0.52187 2.46646 -2.74073
H -0.03446 0.97731 -3.45213
H -2.23492 1.72185 1.38161
H -3.06617 2.11950 -0.05046
O -2.44959 1.53025 0.40130
H -2.83848 -1.08104 0.46856
H -2.47258 -2.31059 -0.13701
O -3.11809 -1.59190 -0.21574
*
```